(1)
C4H5NO | ωB97M-V with the def2-TZVPD basis set

Computed properties:
Multiplicity: 1
LUMO in eV: -0.26
SMILES: O[C@@H]1C=C=CN1
DFT total energy in a.u.: -285.2853
E_HOMO in eV: -7.62

Geometry (Å):
O (-1.33715, 0.51254, 1.36124)
C (-0.13192, 0.16710, 0.75486)
C (0.61510, 1.07823, -0.19908)
C (1.07749, 0.47978, -1.34079)
C (0.47000, -0.83660, -1.18224)
N (-0.22419, -1.03532, -0.07910)
H (-1.79878, 1.15149, 0.80460)
H (0.85832, 2.08726, 0.13633)
H (0.56963, -0.06960, 1.56367)
H (0.54944, -1.67146, -1.88192)
H (-0.72028, -1.87216, 0.19634)

Okay, here come the Mulliken numbers, in e, for every atom: atom 1 (O): -0.52, atom 2 (C): 0.10, atom 3 (C): -0.37, atom 4 (C): -0.76, atom 5 (C): 0.02, atom 6 (N): -0.03, atom 7 (H): 0.35, atom 8 (H): 0.38, atom 9 (H): 0.25, atom 10 (H): 0.38, atom 11 (H): 0.20

---

(2)
C3H7N2 | ωB97M-V with the def2-TZVPD basis set

Computed properties:
Multiplicity: 1
LUMO in eV: -6.34
Charge: +1
DFT total energy in a.u.: -227.6400
E_HOMO in eV: -15.00

Geometry (Å):
C (-1.41450, -0.66464, 0.00650)
C (-1.23024, 0.76365, -0.04660)
C (0.88942, -1.07404, -0.15619)
N (-0.50448, -1.53001, 0.08531)
N (0.97087, 0.35834, 0.12390)
H (-2.45225, -1.24850, -0.13300)
H (-1.28338, 1.09715, -0.99083)
H (-1.46187, 1.30525, 0.88689)
H (1.47630, -1.56436, 0.60152)
H (1.22148, -1.23240, -1.14552)
H (1.23843, 0.84527, -0.70422)
H (1.38293, 0.78580, 0.95299)

Okay, here come the Mulliken numbers, in e, for every atom: atom 1 (C): -0.02, atom 2 (C): -0.17, atom 3 (C): -0.35, atom 4 (N): -0.34, atom 5 (N): -0.41, atom 6 (H): 0.37, atom 7 (H): 0.34, atom 8 (H): 0.30, atom 9 (H): 0.34, atom 10 (H): 0.34, atom 11 (H): 0.32, atom 12 (H): 0.29

---

(3)
C3H5N3O | ωB97M-V with the def2-TZVPD basis set

Computed properties:
Multiplicity: 1
LUMO in eV: 0.56
SMILES: N#CCO.N=C=N
DFT total energy in a.u.: -356.7798
E_HOMO in eV: -10.59

Geometry (Å):
O (-2.74353, 0.72828, -0.16986)
C (-1.51444, 0.08476, 0.04388)
C (-0.43414, 0.77768, -0.69096)
N (0.34612, 1.34559, -1.32854)
N (2.77312, 0.39978, 0.08015)
C (2.03913, -0.54861, 0.29807)
N (1.27542, -1.45059, 0.65071)
H (-2.91852, 0.72616, -1.11996)
H (-1.51538, -0.97071, -0.26021)
H (-1.30300, 0.11219, 1.11520)
H (2.52968, 0.98003, -0.71978)
H (1.51184, -2.37738, 0.31308)

Okay, here come the Mulliken numbers, in e, for every atom: atom 1 (O): -0.50, atom 2 (C): -0.21, atom 3 (C): 0.32, atom 4 (N): -0.48, atom 5 (N): -0.56, atom 6 (C): 0.57, atom 7 (N): -0.55, atom 8 (H): 0.32, atom 9 (H): 0.25, atom 10 (H): 0.28, atom 11 (H): 0.35, atom 12 (H): 0.23

---

(4)
C19H25IN12RuS | ωB97M-V with the def2-TZVPD basis set

Computed properties:
Multiplicity: 6
LUMO (alpha / beta) in eV: -3.09 / -4.35
Charge: +1
DFT total energy in a.u.: -2186.6534
E_HOMO (alpha / beta) in eV: -10.32 / -10.47

Geometry (Å):
Ru (-0.78665, 0.89032, 1.12162)
N (0.15878, 2.76998, 5.02328)
C (0.18685, 2.57413, 3.70565)
S (-1.25996, 2.94741, 2.79338)
N (1.31938, 2.20021, 3.15490)
N (1.21613, 1.91893, 1.86530)
C (2.22485, 1.98152, 1.08277)
C (1.97695, 1.75980, -0.33324)
C (2.95440, 1.98055, -1.30041)
C (2.62877, 1.84198, -2.63740)
C (1.32827, 1.49956, -2.98230)
C (0.41927, 1.28259, -1.96256)
N (0.73207, 1.38974, -0.67585)
H (-0.71051, 2.99129, 5.47102)
H (0.96780, 2.53975, 5.57750)
H (3.20753, 2.27873, 1.43675)
H (3.94953, 2.27630, -0.99525)
H (3.37596, 2.00130, -3.40313)
H (1.02771, 1.39242, -4.01467)
H (-0.60249, 0.99083, -2.18194)
N (-4.56329, 0.23362, -1.25593)
C (-4.62980, -1.04951, -0.77583)
C (-3.47026, -1.25414, -0.09083)
N (-2.69377, -0.12938, -0.16140)
C (-3.38008, 0.75567, -0.85791)
C (-2.89358, 2.10499, -1.01240)
N (-1.93829, 2.56190, -0.23000)
C (-1.71044, 3.85756, -0.59566)
C (-2.55142, 4.19235, -1.61543)
N (-3.29719, 3.06775, -1.87293)
H (-5.30563, 0.70756, -1.74066)
H (-5.47539, -1.69210, -0.94702)
H (-3.16719, -2.13235, 0.45249)
H (-0.98278, 4.46957, -0.08961)
H (-2.68165, 5.10902, -2.16258)
H (-3.99426, 2.98246, -2.59214)
I (-1.43356, -0.62473, 3.19588)
C (-0.28013, -2.63432, 0.38517)
N (0.69208, -1.51389, 0.34025)
C (1.32955, -1.55703, -0.99473)
N (1.96907, -2.83372, -1.27418)
C (0.96472, -3.89529, -1.18324)
N (0.34421, -3.92450, 0.13913)
C (1.38682, -4.13772, 1.14614)
N (2.39992, -3.07932, 1.09627)
C (1.75004, -1.80042, 1.33899)
C (2.98615, -3.07118, -0.24260)
H (-1.03635, -2.45553, -0.38109)
H (-0.74860, -2.65457, 1.36687)
H (2.09754, -0.78274, -1.04360)
H (0.57131, -1.36851, -1.75718)
H (1.43982, -4.85534, -1.38840)
H (0.18976, -3.71854, -1.93275)
H (1.86880, -5.09831, 0.96092)
H (0.93102, -4.15328, 2.13757)
H (2.49695, -1.00339, 1.29539)
H (1.30034, -1.81162, 2.33281)
H (3.46035, -4.03481, -0.43171)
H (3.74057, -2.28360, -0.30348)

Okay, here come the Mulliken numbers, in e, for every atom: atom 1 (Ru): 0.68, atom 2 (N): -0.40, atom 3 (C): 0.67, atom 4 (S): -0.35, atom 5 (N): -1.58, atom 6 (N): 1.48, atom 7 (C): -1.39, atom 8 (C): 0.82, atom 9 (C): -0.89, atom 10 (C): -0.53, atom 11 (C): -0.87, atom 12 (C): -0.46, atom 13 (N): 1.12, atom 14 (H): 0.19, atom 15 (H): 0.25, atom 16 (H): 0.36, atom 17 (H): 0.51, atom 18 (H): 0.43, atom 19 (H): 0.46, atom 20 (H): 0.41, atom 21 (N): -0.07, atom 22 (C): -0.86, atom 23 (C): -0.37, atom 24 (N): 0.47, atom 25 (C): 0.19, atom 26 (C): -0.39, atom 27 (N): 0.41, atom 28 (C): -0.46, atom 29 (C): -0.72, atom 30 (N): -0.08, atom 31 (H): 0.19, atom 32 (H): 0.42, atom 33 (H): 0.47, atom 34 (H): 0.46, atom 35 (H): 0.44, atom 36 (H): 0.19, atom 37 (I): -0.31, atom 38 (C): -0.77, atom 39 (N): 1.03, atom 40 (C): -0.72, atom 41 (N): 0.17, atom 42 (C): -0.68, atom 43 (N): 0.13, atom 44 (C): -0.71, atom 45 (N): 0.08, atom 46 (C): -0.77, atom 47 (C): -0.67, atom 48 (H): 0.36, atom 49 (H): -0.01, atom 50 (H): 0.12, atom 51 (H): 0.10, atom 52 (H): 0.33, atom 53 (H): 0.33, atom 54 (H): 0.34, atom 55 (H): 0.33, atom 56 (H): 0.23, atom 57 (H): 0.19, atom 58 (H): 0.35, atom 59 (H): 0.33

---

(5)
C21H28F5O2Tc | ωB97M-V with the def2-TZVPD basis set

Computed properties:
Multiplicity: 4
LUMO (alpha / beta) in eV: -4.24 / -4.98
Charge: +1
DFT total energy in a.u.: -1547.2315
E_HOMO (alpha / beta) in eV: -10.53 / -11.54

Geometry (Å):
O (-0.64594, -0.32447, 0.27373)
C (0.03317, 0.37477, -0.81172)
C (0.94078, -0.82320, -1.05433)
H (0.50950, 1.27682, -0.44122)
H (-0.66028, 0.64110, -1.60260)
C (0.32946, -1.44815, 0.20925)
H (2.00862, -0.63051, -1.00581)
H (0.71311, -1.37502, -1.96240)
C (1.24838, -1.40785, 1.40623)
H (1.55307, -0.38678, 1.62413)
H (2.14392, -1.99385, 1.20040)
H (0.77421, -1.81935, 2.29253)
C (-0.35487, -2.77669, 0.03941)
H (-0.91442, -2.82169, -0.89023)
H (-1.04294, -2.96662, 0.85961)
H (0.38885, -3.57284, 0.02832)
Tc (-2.67401, 0.12565, 1.08051)
C (-4.79077, -0.72742, 0.49684)
C (-4.67315, 0.55116, -0.08426)
C (-3.68315, 0.47106, -1.08921)
H (-5.22618, 1.43396, 0.18602)
C (-3.18657, -0.83835, -1.10958)
C (-3.84745, -1.58429, -0.11431)
H (-3.68149, -2.62151, 0.12334)
H (-5.47919, -1.00021, 1.27607)
H (-3.33045, 1.29443, -1.68203)
H (-2.39310, -1.19622, -1.74220)
C (-3.76365, 0.34133, 3.21678)
C (-3.37663, -1.00999, 3.05556)
C (-1.97433, -1.06103, 2.99722)
H (-4.03660, -1.85621, 2.98004)
C (-1.49237, 0.26490, 3.12482)
C (-2.59957, 1.11934, 3.27668)
H (-2.55883, 2.19116, 3.33279)
H (-4.77375, 0.71243, 3.26069)
H (-1.38482, -1.95558, 2.90326)
H (-0.46696, 0.58184, 3.06165)
O (4.30096, 0.65858, -1.97512)
C (4.83429, -0.65510, -2.17759)
C (6.22145, -0.46855, -2.77130)
H (4.18479, -1.20933, -2.86448)
H (4.84228, -1.18101, -1.22232)
C (6.04660, 0.82159, -3.56294)
H (6.53443, -1.31307, -3.38229)
H (6.95979, -0.33096, -1.98075)
C (5.12034, 1.61613, -2.65577)
H (5.56226, 0.61715, -4.51832)
H (6.98333, 1.33795, -3.76306)
H (4.47454, 2.30671, -3.19925)
H (5.69149, 2.19365, -1.92026)
F (-3.21494, 3.04150, 0.97099)
C (-2.10350, 2.25608, 0.72138)
F (-1.82230, 2.40617, -0.61583)
C (-0.86839, 2.97415, 1.40758)
F (-0.50972, 4.05878, 0.62291)
F (-1.10425, 3.52325, 2.64807)
F (0.23497, 2.16420, 1.52239)

Okay, here come the Mulliken numbers, in e, for every atom: atom 1 (O): 1.09, atom 2 (C): -1.09, atom 3 (C): -0.47, atom 4 (H): 0.36, atom 5 (H): 0.29, atom 6 (C): 1.11, atom 7 (H): 0.08, atom 8 (H): 0.41, atom 9 (C): -1.52, atom 10 (H): 0.38, atom 11 (H): 0.45, atom 12 (H): 0.28, atom 13 (C): -1.49, atom 14 (H): 0.35, atom 15 (H): 0.12, atom 16 (H): 0.46, atom 17 (Tc): -0.20, atom 18 (C): -0.71, atom 19 (C): -0.48, atom 20 (C): -0.74, atom 21 (H): 0.48, atom 22 (C): -0.29, atom 23 (C): -0.50, atom 24 (H): 0.51, atom 25 (H): 0.69, atom 26 (H): 0.56, atom 27 (H): 0.64, atom 28 (C): -0.61, atom 29 (C): -0.88, atom 30 (C): -0.07, atom 31 (H): 0.65, atom 32 (C): -0.80, atom 33 (C): -0.38, atom 34 (H): 0.68, atom 35 (H): 0.53, atom 36 (H): 0.68, atom 37 (H): 0.50, atom 38 (O): -0.35, atom 39 (C): -0.37, atom 40 (C): -0.61, atom 41 (H): 0.27, atom 42 (H): 0.28, atom 43 (C): -0.52, atom 44 (H): 0.34, atom 45 (H): 0.28, atom 46 (C): -0.46, atom 47 (H): 0.27, atom 48 (H): 0.33, atom 49 (H): 0.27, atom 50 (H): 0.27, atom 51 (F): -0.29, atom 52 (C): 0.71, atom 53 (F): -0.27, atom 54 (C): 0.46, atom 55 (F): -0.27, atom 56 (F): -0.27, atom 57 (F): -0.13

---

(6)
C36H72N3O3 | ωB97M-V with the def2-TZVPD basis set

Computed properties:
Multiplicity: 1
LUMO in eV: -2.31
Charge: +1
DFT total energy in a.u.: -1804.6576
E_HOMO in eV: -11.23

Geometry (Å):
C (-7.48043, 11.05587, -7.61176)
C (-6.75260, 9.71690, -7.58729)
C (-6.47105, 9.21251, -6.16996)
C (-6.26810, 7.69580, -6.09485)
C (-5.35744, 7.25137, -4.94643)
C (-5.70643, 5.86382, -4.40944)
C (-4.64768, 5.29307, -3.44694)
C (-4.22797, 3.84739, -3.75020)
C (-5.06779, 2.78891, -3.01058)
C (-4.32016, 2.11729, -1.85947)
C (-3.12770, 1.26392, -2.33537)
C (-3.06545, -0.17030, -1.79456)
C (-3.33738, -0.32539, -0.29964)
C (-3.07126, -1.75220, 0.20221)
C (-2.63272, -1.83547, 1.67888)
C (-1.21458, -2.39446, 1.82659)
C (-0.73855, -2.47959, 3.29107)
C (-1.56682, -3.30043, 4.28334)
C (-1.59890, -2.77734, 5.72382)
C (-0.37014, -3.18058, 6.55988)
C (-0.72083, -3.81546, 7.90897)
C (0.33358, -3.56889, 8.96755)
O (1.62068, -3.92809, 8.43419)
C (2.51920, -4.44378, 9.34179)
C (3.49392, -3.41837, 9.85448)
O (2.50138, -5.59620, 9.65086)
N (-0.43813, -1.07606, 3.66332)
C (0.13125, -0.51228, 2.49700)
O (0.78484, 0.49603, 2.45881)
C (-0.20218, -1.37565, 1.26949)
C (1.03431, -1.87568, 0.52631)
C (2.01207, -2.71442, 1.34495)
N (3.28928, -2.93628, 0.66396)
H (-6.87391, 11.84340, -7.16064)
H (-8.41841, 10.99838, -7.05606)
H (-7.71630, 11.36359, -8.63097)
H (-7.34059, 8.97173, -8.13132)
H (-5.80396, 9.81809, -8.12209)
H (-5.57516, 9.71120, -5.78699)
H (-7.29605, 9.50538, -5.51395)
H (-7.24108, 7.21013, -5.96821)
H (-5.86994, 7.33608, -7.04811)
H (-5.43015, 7.98155, -4.13401)
H (-4.31487, 7.25380, -5.27914)
H (-5.84919, 5.18198, -5.25335)
H (-6.66839, 5.94211, -3.89618)
H (-5.03140, 5.33107, -2.42332)
H (-3.76436, 5.93637, -3.46538)
H (-4.28368, 3.67933, -4.82825)
H (-3.17525, 3.72260, -3.48143)
H (-5.40690, 2.01440, -3.70490)
H (-5.97443, 3.26028, -2.62068)
H (-5.02530, 1.50677, -1.29324)
H (-3.96759, 2.89905, -1.17972)
H (-2.18530, 1.76545, -2.10176)
H (-3.17039, 1.20894, -3.42723)
H (-3.76089, -0.80537, -2.35275)
H (-2.06161, -0.56457, -1.98928)
H (-2.73134, 0.39218, 0.26488)
H (-4.38229, -0.08286, -0.09817)
H (-3.97004, -2.35184, 0.05268)
H (-2.29471, -2.20206, -0.42641)
H (-2.68485, -0.83721, 2.12615)
H (-3.32972, -2.45452, 2.24329)
H (-1.17939, -3.37342, 1.33780)
H (0.26122, -2.92159, 3.24865)
H (-2.58133, -3.44188, 3.90959)
H (-1.11945, -4.29745, 4.30548)
H (-2.50769, -3.15474, 6.19788)
H (-1.68594, -1.69024, 5.72935)
H (0.26309, -2.30795, 6.73668)
H (0.24290, -3.87898, 5.98685)
H (-1.65919, -3.38918, 8.27732)
H (-0.87691, -4.89076, 7.80207)
H (0.35066, -2.51195, 9.25333)
H (0.13101, -4.16788, 9.85833)
H (4.29697, -3.90602, 10.39834)
H (3.88818, -2.82924, 9.02831)
H (2.96685, -2.72924, 10.51725)
H (-1.22346, -0.52823, 3.99686)
H (-0.70894, -0.68763, 0.58524)
H (0.70345, -2.45893, -0.33945)
H (1.56682, -1.00181, 0.13788)
H (2.20360, -2.22691, 2.30533)
H (1.57633, -3.68989, 1.56847)
H (3.50455, -2.17459, 0.03441)
H (3.31891, -3.81439, 0.16841)
C (6.67652, -5.82152, -1.54893)
C (5.74030, -4.62408, -1.41486)
C (6.23749, -3.26822, -1.88817)
N (7.35392, -2.63513, -1.07544)
C (7.16393, -2.88519, 0.38532)
C (8.71356, -3.14220, -1.53471)
C (9.21742, -2.09261, -2.50337)
C (8.78372, -0.79720, -1.82252)
C (7.37833, -1.12340, -1.33783)
H (7.57596, -5.73306, -0.93795)
H (6.16434, -6.72538, -1.22402)
H (6.98345, -5.97160, -2.58578)
H (5.38398, -4.52869, -0.38798)
H (4.84856, -4.81979, -2.01540)
H (5.41119, -2.55955, -1.84659)
H (6.59409, -3.30740, -2.91873)
H (7.30401, -3.94144, 0.59472)
H (6.16248, -2.57556, 0.68234)
H (7.91058, -2.30544, 0.92312)
H (9.35051, -3.19702, -0.65299)
H (8.59522, -4.13525, -1.95398)
H (8.73652, -2.19948, -3.47794)
H (10.29215, -2.16681, -2.65192)
H (8.78097, 0.06013, -2.49154)
H (9.44152, -0.56475, -0.98397)
H (6.63440, -0.90994, -2.10080)
H (7.09449, -0.61793, -0.41893)

Mulliken population analysis, charges in e, atoms 1 to 99: atom 1 (C): -1.29, atom 2 (C): -0.42, atom 3 (C): -0.70, atom 4 (C): -0.77, atom 5 (C): -0.67, atom 6 (C): -0.65, atom 7 (C): -0.90, atom 8 (C): -0.63, atom 9 (C): -1.17, atom 10 (C): -0.45, atom 11 (C): -0.70, atom 12 (C): -0.85, atom 13 (C): -0.25, atom 14 (C): -1.29, atom 15 (C): -1.17, atom 16 (C): 0.23, atom 17 (C): 0.11, atom 18 (C): -1.08, atom 19 (C): -0.84, atom 20 (C): -0.45, atom 21 (C): -0.77, atom 22 (C): -0.61, atom 23 (O): -0.24, atom 24 (C): 0.61, atom 25 (C): -0.99, atom 26 (O): -0.52, atom 27 (N): -0.31, atom 28 (C): -0.23, atom 29 (O): -0.63, atom 30 (C): 0.85, atom 31 (C): -1.23, atom 32 (C): -0.90, atom 33 (N): -0.32, atom 34 (H): 0.31, atom 35 (H): 0.34, atom 36 (H): 0.36, atom 37 (H): 0.36, atom 38 (H): 0.30, atom 39 (H): 0.37, atom 40 (H): 0.33, atom 41 (H): 0.38, atom 42 (H): 0.39, atom 43 (H): 0.31, atom 44 (H): 0.38, atom 45 (H): 0.36, atom 46 (H): 0.30, atom 47 (H): 0.41, atom 48 (H): 0.48, atom 49 (H): 0.42, atom 50 (H): 0.34, atom 51 (H): 0.39, atom 52 (H): 0.46, atom 53 (H): 0.36, atom 54 (H): 0.22, atom 55 (H): 0.36, atom 56 (H): 0.46, atom 57 (H): 0.29, atom 58 (H): 0.29, atom 59 (H): 0.22, atom 60 (H): 0.47, atom 61 (H): 0.58, atom 62 (H): 0.46, atom 63 (H): 0.35, atom 64 (H): 0.40, atom 65 (H): 0.64, atom 66 (H): 0.06, atom 67 (H): 0.45, atom 68 (H): 0.43, atom 69 (H): 0.55, atom 70 (H): 0.33, atom 71 (H): 0.34, atom 72 (H): 0.30, atom 73 (H): 0.42, atom 74 (H): 0.24, atom 75 (H): 0.28, atom 76 (H): 0.45, atom 77 (H): 0.33, atom 78 (H): 0.33, atom 79 (H): 0.27, atom 80 (H): 0.35, atom 81 (H): 0.00, atom 82 (H): 0.27, atom 83 (H): 0.60, atom 84 (H): 0.29, atom 85 (H): 0.38, atom 86 (H): 0.22, atom 87 (H): 0.22, atom 88 (C): -1.56, atom 89 (C): -0.30, atom 90 (C): -0.66, atom 91 (N): 0.54, atom 92 (C): -1.30, atom 93 (C): -0.50, atom 94 (C): -0.68, atom 95 (C): -0.61, atom 96 (C): -0.59, atom 97 (H): 0.32, atom 98 (H): 0.45, atom 99 (H): 0.37